# 1
C5H26N2O7 | ωB97M-V/def2-TZVPD

## Properties
SMILES	NCCC[C@H](N)CO.O.O.O.O.O.O

```
! wB97M-V def2-TZVPD RIJCOSX def2/J DEFGRID3
* xyz 0 1
C -1.787 -1.254 0.470
O -2.451 -2.194 -0.298
C -0.289 -0.774 -0.355
C 0.019 0.611 0.463
C 0.489 0.279 1.834
C -0.150 1.368 2.819
N 0.175 2.726 2.277
N -0.602 -0.610 -1.836
H -2.359 -0.321 0.577
H -1.626 -1.844 1.395
H 0.440 -1.439 -0.033
H -0.957 1.167 0.414
H 0.737 1.176 -0.064
H 1.485 0.164 1.943
H 0.196 -0.733 2.144
H 0.385 1.322 3.742
H -1.193 1.142 3.163
H -0.438 3.513 2.533
H 1.172 2.823 2.475
H -2.871 -1.504 -0.992
H -0.534 -1.423 -2.427
H 0.154 0.023 -2.161
H -1.211 -3.874 -2.192
H -1.305 -3.171 -0.878
O -0.772 -3.886 -1.392
H 2.070 1.960 -1.413
H 2.534 1.143 -0.301
O 2.842 1.432 -1.129
H 1.407 -2.279 1.272
H 1.624 -3.689 1.409
O 1.390 -2.965 1.960
H -2.797 0.597 -2.898
H -2.370 0.608 -1.520
O -3.131 0.771 -2.013
H 2.453 0.035 -2.257
H 2.605 -1.291 -3.098
O 2.219 -0.437 -3.086
H 0.330 3.086 0.146
H 1.150 4.402 -0.226
O 0.964 3.340 -0.466
*
```

These are the Löwdin partial charges, in e, on atoms 1 to 5: C -0.19; O -0.13; C -0.22; C -0.19; C -0.18


# 2
C4H12N2S | ωB97M-V/def2-TZVPD

## Properties
SMILES	NC[C@@H](N)CCS

```
! wB97M-V def2-TZVPD RIJCOSX def2/J DEFGRID3
* xyz 0 1
N -1.160 0.301 1.765
C -0.738 -0.120 0.416
C -0.286 1.143 -0.315
C 0.355 0.933 -1.705
S 1.669 2.133 -1.992
C 0.422 -1.105 0.562
N 0.215 -2.142 1.582
H -1.916 0.963 1.635
H -1.558 -0.520 2.209
H -1.569 -0.618 -0.100
H -1.138 1.824 -0.408
H 0.455 1.664 0.294
H 0.936 0.023 -1.573
H -0.373 0.745 -2.487
H 1.652 2.201 -3.335
H 0.492 -1.643 -0.381
H 1.388 -0.593 0.508
H 0.994 -2.161 2.223
H 0.160 -3.028 1.103
*
```

These are the Löwdin partial charges, in e, on atoms 1 to 5: N 0.03; C -0.42; C -0.26; C -0.57; S 0.70


# 3
C29H61FIN9O5P2S2 | ωB97M-V/def2-TZVPD

## Properties
SMILES	CC(C)[C@@H](C)CO[C@@]1(F)C(=O)O[C@@H](N)[C@@]1(I)CCCSC(=S)n1ccnc1.CN(C)P(=O)(N(C)C)N(C)C.CN(C)P(=O)(N(C)C)N(C)C

```
! wB97M-V def2-TZVPD RIJCOSX def2/J DEFGRID3
* xyz 0 1
C -2.774 3.075 3.234
C -1.852 2.420 2.183
C -2.388 2.842 0.810
C -1.885 0.896 2.422
C -2.993 0.191 1.641
C -0.538 0.329 1.994
O -0.556 -1.116 2.071
C 0.570 -1.751 1.654
F 1.562 -0.849 1.268
C 1.341 -2.596 2.724
O 1.500 -2.322 3.872
O 1.801 -3.727 2.136
C 1.739 -3.523 0.697
N 1.875 -4.738 -0.063
C 0.429 -2.792 0.530
I 0.465 -1.687 -1.363
C -0.861 -3.617 0.446
C -1.424 -4.144 1.789
C -2.682 -3.465 2.335
S -3.922 -3.274 1.060
C -5.274 -2.616 1.932
S -5.284 -2.325 3.534
N -6.367 -2.364 1.104
C -7.453 -1.576 1.426
C -8.259 -1.607 0.343
N -7.724 -2.405 -0.645
C -6.603 -2.839 -0.174
H -3.255 3.973 2.852
H -3.576 2.367 3.457
H -2.245 3.270 4.164
H -0.841 2.822 2.290
H -1.969 2.252 -0.006
H -2.192 3.902 0.652
H -3.472 2.727 0.769
H -1.989 0.690 3.490
H -3.176 -0.781 2.087
H -3.941 0.726 1.695
H -2.696 0.041 0.604
H 0.243 0.714 2.647
H -0.363 0.643 0.964
H 2.591 -2.880 0.471
H 2.856 -4.996 -0.051
H 1.708 -4.478 -1.036
H -1.588 -3.064 -0.138
H -0.598 -4.494 -0.144
H -1.625 -5.210 1.699
H -0.671 -4.037 2.567
H -2.443 -2.531 2.835
H -3.107 -4.108 3.105
H -7.612 -1.062 2.355
H -9.194 -1.083 0.252
H -5.916 -3.492 -0.680
O 1.772 -3.892 -3.987
P 1.322 -3.903 -5.418
N 1.573 -5.541 -5.867
C 2.623 -6.121 -6.666
C 0.684 -6.490 -5.223
N 2.465 -2.791 -6.038
C 3.193 -2.944 -7.281
C 3.304 -2.100 -5.059
N 0.171 -3.509 -6.670
C -1.105 -2.986 -6.146
C -0.070 -4.419 -7.777
H 2.202 -6.746 -7.466
H 3.295 -6.754 -6.073
H 3.231 -5.369 -7.156
H -0.338 -6.443 -5.628
H 0.624 -6.316 -4.144
H 1.045 -7.507 -5.369
H 4.041 -3.632 -7.182
H 3.597 -1.979 -7.594
H 2.551 -3.275 -8.098
H 4.120 -2.731 -4.686
H 2.721 -1.758 -4.211
H 3.738 -1.217 -5.533
H -1.694 -3.754 -5.632
H -1.710 -2.573 -6.953
H -0.910 -2.178 -5.436
H -0.563 -5.356 -7.492
H 0.847 -4.656 -8.311
H -0.722 -3.898 -8.481
O 0.250 5.592 3.838
P 1.721 5.822 3.731
N 2.042 7.075 4.852
C 2.318 8.469 4.605
C 1.860 6.710 6.245
N 1.755 6.266 2.072
C 2.558 7.331 1.509
C 0.495 6.162 1.336
N 3.352 5.204 3.608
C 3.460 3.769 3.933
C 4.472 5.936 4.174
H 3.232 8.782 5.129
H 1.504 9.120 4.945
H 2.485 8.675 3.553
H 2.667 6.058 6.611
H 0.912 6.189 6.402
H 1.852 7.601 6.872
H 2.113 8.320 1.677
H 2.644 7.199 0.428
H 3.580 7.325 1.888
H -0.185 6.997 1.545
H -0.019 5.236 1.568
H 0.716 6.153 0.267
H 3.298 3.567 4.998
H 4.442 3.386 3.657
H 2.716 3.205 3.365
H 4.474 5.984 5.270
H 4.531 6.949 3.782
H 5.382 5.421 3.860
*
```

These are the Löwdin partial charges, in e, on atoms 1 to 5: C -0.06; C -0.38; C -0.08; C -0.31; C -0.05


# 4
C2H5N3OS2 | ωB97M-V/def2-TZVPD

```
! wB97M-V def2-TZVPD RIJCOSX def2/J DEFGRID3
* xyz 0 1
C 0.792 -0.584 0.319
C -0.953 0.970 1.276
H 1.241 1.503 -2.235
H 0.339 -0.272 -2.663
H 2.108 -0.194 -0.923
H -2.783 -1.286 0.403
H -1.683 0.946 2.029
N 0.387 0.432 -1.800
N 1.151 -0.264 -0.942
N -0.606 -0.310 0.901
O -0.461 1.893 0.704
S 1.938 -1.272 1.376
S -1.470 -1.564 1.555
*
```

These are the Löwdin partial charges, in e, on atoms 1 to 5: C -0.75; C -0.41; H 0.26; H 0.12; H 0.07


no.,LUMO energy (eV)
1,0.32
2,0.90
3,-0.35
4,-0.32